No. 1
Entry from OMol25: a single C3H6FNOS molecule in a non-equilibrium geometry (ωB97M-V/def2-TZVPD).

molar mass	123.2	g mol⁻¹
HOMO level	-8.50	eV
energy relative to the best compared isomer or geometry (same formula, charge and spin)	64.8	kcal per mole
net charge	0
SMILES	FCCONC=S
HOMO-LUMO gap	9.3	eV

Geometry as XYZ:
```
13
Properties=species:S:1:pos:R:3:forces:R:3
F 0.907376 -1.382545 0.809796 0.5381 0.2374 0.0202
C 1.084752 -0.926678 -0.493706 -0.0567 -0.4800 -1.0629
C 1.021724 0.577363 -0.596689 0.2340 -0.6573 -0.6170
O -0.258457 1.132941 -0.443085 -0.2511 0.9081 -1.6676
N -0.887664 0.905164 0.718424 -0.3137 -0.8897 1.5864
C -1.973261 0.068419 0.751551 1.8574 0.7311 -1.3447
S -2.614743 -0.684115 -0.539295 -0.2899 0.0086 0.2476
H 2.040528 -1.316170 -0.956719 -0.8666 0.3438 0.8615
H 0.232627 -1.318753 -1.046734 0.0726 -0.1697 -0.2117
H 1.335113 0.880787 -1.620734 -0.2088 -0.1851 0.7216
H 1.677579 1.012902 0.120342 0.8429 0.5188 0.6793
H -0.281228 1.038201 1.542484 -0.7651 -0.0616 -0.4459
H -2.284340 0.012490 1.754363 -0.7929 -0.3043 1.2332
```
Positions in Å, forces in eV/Å.

Here are the Mulliken charges for atoms 1 to 8, given in e: -0.29 -0.28 -0.39 -0.27 -0.09 -0.21 -0.29 0.31

---

No. 2
Entry from OMol25: 27 unconnected molecules or ions with the total composition C5H67IO27P2 in a non-equilibrium geometry (ωB97M-V/def2-TZVPD).

molar mass	748.4	g mol⁻¹
HOMO level	-7.88	eV
net charge	0
HOMO-LUMO gap	7.7	eV

Geometry as XYZ:
```
102
Properties=species:S:1:pos:R:3:forces:R:3
C 3.574461 1.346871 -0.549024 -0.2733 -0.8394 0.3955
C 3.288467 0.066233 0.301345 0.2521 0.1221 -0.9044
C 2.343562 -0.847618 -0.538268 0.4146 -0.7732 0.4415
C 1.327313 -1.701957 0.268632 0.1850 0.2449 -1.0058
P -0.175722 -0.637768 0.766167 2.1679 -2.2902 -0.9812
C -1.182062 -2.206952 1.035632 -0.5144 0.3450 0.7004
P -1.910023 0.687001 1.246169 -2.5047 0.9854 0.3145
O -2.485942 1.316120 -0.210296 0.7397 -0.6102 0.7178
I -0.939279 2.636980 2.465492 0.3052 -0.0616 -0.4821
H 4.218916 1.028779 -1.385980 -0.1505 0.3934 0.2821
H 4.015506 2.162071 0.034652 0.0058 -0.1655 -0.2737
H 2.611900 1.672238 -0.975128 0.3858 0.2387 0.1888
H 4.235241 -0.494321 0.419233 -0.3544 0.3364 0.1965
H 2.931875 0.290386 1.319547 -0.1527 0.0351 -0.4324
H 3.002753 -1.565437 -1.067021 -0.2995 0.4391 -0.0125
H 1.832802 -0.271465 -1.346663 0.2050 -0.3918 0.6593
H 0.971527 -2.493756 -0.427095 -0.0314 0.3388 0.3799
H 1.780224 -2.234201 1.130183 -0.1412 0.4611 -0.2432
H 0.633490 -0.037465 1.794223 -0.6578 0.0696 0.0609
H -0.147415 -0.088457 -0.564315 -0.1749 0.2310 0.1338
H -2.040877 -2.093477 1.731416 0.6826 -0.1364 -0.4312
H -1.574898 -2.588596 0.084352 0.3002 0.5093 0.0580
H -0.467894 -2.960840 1.401829 -0.3764 0.4172 0.1106
H -1.849129 1.199037 -0.931513 0.2239 0.0027 -0.0733
O -1.391172 -1.784460 -2.293753 0.0094 0.1190 -0.1442
H -0.784469 -1.385335 -2.932330 0.0586 0.1852 0.1187
H -2.246051 -1.366860 -2.493301 0.0118 -0.1088 -0.2247
O 1.493665 0.599934 -3.583668 -0.2311 -0.4143 0.2730
H 1.737611 1.450021 -3.207839 0.0801 0.1446 -0.1851
H 1.980232 0.570654 -4.415140 0.0012 0.2151 -0.0689
O -1.390109 -4.072012 3.693957 0.1027 -0.3241 0.0971
H -2.092554 -3.422637 3.831717 -0.0884 0.1558 -0.0689
H -1.791144 -4.718475 3.104990 -0.1421 0.0834 -0.0972
O 3.385074 -1.140551 -5.179201 -0.0876 -0.1313 0.0519
H 4.151439 -1.623604 -4.856465 0.1316 0.1031 0.0293
H 2.692853 -1.347117 -4.538264 -0.0846 0.0334 -0.0256
O 0.271196 1.983294 5.897740 0.0423 0.0131 -0.0455
H 1.213302 2.108516 6.040446 0.0453 0.0062 0.0721
H 0.127237 2.283969 4.993106 -0.0582 -0.0757 0.0522
O -1.576700 6.121805 3.710851 0.1796 0.1320 -0.0155
H -0.940967 6.511343 3.094880 -0.0264 -0.0692 -0.1092
H -1.592081 5.188623 3.473323 -0.0986 -0.0191 0.0729
O 0.915920 -2.783307 -4.074453 -0.1399 -0.1124 0.0329
H 1.685116 -3.247196 -3.729243 0.0420 -0.0996 -0.0305
H 0.204515 -3.028421 -3.468305 -0.0143 -0.0040 0.0259
O -3.808067 -2.282227 3.147183 -0.0466 -0.0617 0.1157
H -4.010253 -1.364082 2.939864 0.1183 0.0753 -0.0076
H -4.644565 -2.639937 3.472937 -0.1545 -0.0762 0.0670
O -0.099581 7.502475 1.607540 -0.0061 0.0097 -0.1813
H 0.684305 8.000503 1.355852 0.0794 0.0669 0.1974
H -0.628655 7.468481 0.803548 -0.1182 -0.0315 0.0326
O 2.208362 4.495962 0.440823 -0.0105 0.0370 -0.0694
H 1.969526 5.407626 0.253037 0.0255 0.0488 0.0102
H 1.389739 4.102367 0.758387 -0.0645 -0.1302 0.1099
O 0.636691 7.986676 5.584390 0.0635 0.0551 -0.1309
H -0.078298 8.617126 5.718034 -0.0649 0.0094 -0.0177
H 0.255231 7.325869 4.996684 -0.1266 -0.1150 0.1296
O -4.080677 -2.562238 -0.936038 -0.0875 -0.1560 0.1361
H -3.354213 -3.140866 -1.183650 0.0267 -0.0714 -0.0550
H -3.685803 -1.686769 -0.918206 -0.0859 0.1056 0.0025
O 6.126133 -0.741801 -2.462108 -0.1727 -0.2555 -0.0609
H 6.343039 -0.042134 -3.082934 0.0399 0.0962 -0.0010
H 6.694962 -0.562639 -1.707963 0.0461 0.1675 0.0116
O -6.048115 -3.747370 4.714166 0.2338 0.3792 -0.6632
H -5.279412 -4.209791 5.056124 -0.0806 -0.1779 0.2762
H -6.744168 -3.991580 5.322938 -0.0830 -0.0295 0.1217
O 1.559991 2.923891 -5.075034 0.0721 0.3543 0.1298
H 1.897142 3.770645 -5.409500 -0.0213 -0.2675 -0.1938
H 0.605251 3.002924 -5.156077 -0.0713 -0.0818 0.0177
O -2.070750 9.372081 3.727668 0.0970 0.1034 -0.0549
H -2.962840 9.086826 3.514443 -0.0758 -0.0662 0.0930
H -1.508973 8.751821 3.251862 0.0568 -0.0254 -0.0264
O -0.301649 -5.063227 -6.144096 -0.0292 0.0992 0.0574
H -0.105568 -4.209376 -5.739539 0.0961 0.0068 0.0744
H 0.223247 -5.066210 -6.948338 0.0213 -0.0380 -0.0691
O 8.027060 1.323021 -1.320916 0.0965 -0.0330 0.0320
H 8.023563 2.279194 -1.418420 -0.1176 0.0584 -0.0199
H 8.840941 1.138379 -0.843268 0.0405 -0.0587 0.0146
O -0.922551 -7.381049 3.495353 -0.0203 0.1593 -0.0434
H -0.721083 -6.523000 3.891255 -0.0442 -0.0434 0.1689
H -0.406205 -7.393653 2.683589 -0.0006 -0.0754 -0.0562
O -1.866691 3.383947 -2.979287 -0.0126 -0.0943 0.0588
H -1.098091 2.926710 -2.624548 0.1174 0.0444 -0.0648
H -2.583365 3.138049 -2.385045 -0.0544 0.0703 0.0197
O -1.563316 -10.407272 3.663533 -0.1228 -0.1357 -0.0489
H -1.594454 -9.452621 3.557199 0.1431 0.1851 -0.0245
H -0.754599 -10.560315 4.158672 0.0328 -0.0263 0.0664
O -5.461063 -5.253437 6.961605 0.0934 -0.1000 0.2586
H -4.684517 -5.715752 7.292799 0.0554 -0.0700 -0.0939
H -6.159100 -5.501451 7.574073 -0.0615 -0.0102 0.0101
O 2.337998 4.889087 -6.965906 -0.0461 0.1040 0.1529
H 2.963685 5.622446 -6.990386 0.0752 -0.0190 -0.0205
H 2.376899 4.519452 -7.852765 0.0691 -0.1985 0.0200
O -3.922294 -0.755228 -3.302203 0.0446 0.1941 -0.1655
H -4.617473 -0.105764 -3.164775 0.0258 0.0871 0.1103
H -4.315437 -1.399194 -3.898765 0.0501 -0.1601 0.0547
O -3.547657 -8.470017 5.298525 -0.0650 0.0626 0.0296
H -2.898477 -8.120952 4.680115 0.0420 0.0932 -0.0039
H -3.612906 -9.401577 5.065587 0.0643 -0.0596 0.0100
O 2.644566 7.008145 -8.565910 -0.1604 0.2204 -0.0321
H 2.482423 7.934815 -8.765778 0.1371 0.0566 -0.0794
H 1.802400 6.691414 -8.218927 -0.0291 -0.0161 -0.0155
```
Positions in Å, forces in eV/Å.

Here are the Mulliken charges for atoms 1 to 8, given in e: -0.81 -0.55 0.28 -1.55 1.06 -0.75 0.27 -0.45

---

No. 3
Entry from OMol25: a molecular structure, C8H10F3NO3SSr in a non-equilibrium geometry (ωB97M-V/def2-TZVPD).

molar mass	344.9	g mol⁻¹
HOMO level (spin up / spin down)	-0.43 / 0.38	eV
energy relative to the best compared isomer or geometry (same formula, charge and spin)	121.6	kcal per mole
net charge	-2
HOMO-LUMO gap (spin up / spin down)	5.4 / 4.6	eV

Geometry as XYZ:
```
27
Properties=species:S:1:pos:R:3:forces:R:3
C 0.826026 -2.505954 -1.040370 0.0070 -0.3516 1.2192
C -0.444850 -2.913614 -0.540022 0.5347 0.2200 0.6131
C -0.379827 -2.911576 0.896131 0.3607 0.2657 -0.7812
C 0.939134 -2.514850 1.274042 0.0733 -0.0335 -0.7966
C 1.692905 -2.279515 0.082717 -1.1654 -0.3670 0.0109
Sr -0.008016 0.281399 -0.343786 2.5850 -2.8273 1.5070
N 2.484181 0.043768 -1.550639 -0.5593 2.9166 -2.6454
C -1.086484 0.936445 -2.210707 -1.1558 1.2177 -6.5338
C -2.058782 -0.200661 -2.435279 0.0119 0.9149 0.8316
H -1.174160 -3.212114 1.569564 -0.0179 0.0626 -0.0147
H -1.302039 -3.198466 -1.150789 0.1578 0.1530 0.2344
H 1.332945 -2.453326 2.292239 -0.1946 0.0396 -0.3015
H 2.723149 -1.956461 0.018203 -0.1688 0.0985 -0.0223
H 1.105500 -2.405220 -2.081769 0.0053 0.0926 0.0991
H -1.584767 -1.257700 -2.889901 -1.7006 3.1292 1.2323
H -1.160033 1.993378 -1.685348 -1.1267 -2.2035 -1.1543
H 2.429715 0.849416 -2.456470 0.1626 -2.4583 2.7580
H -3.234840 -0.077424 -2.094521 3.0617 -0.8646 -0.8155
H -0.498701 1.299195 -3.506783 -1.0944 -0.9582 3.4881
F -1.369508 3.734450 3.225293 0.4705 -0.4803 0.0674
C -0.419640 2.797657 3.052201 -0.2726 -0.7651 0.1316
F 0.531516 2.955146 3.987947 -0.5948 -0.0646 -0.2085
F -0.989398 1.564799 3.203836 0.2579 1.0032 0.3139
S 0.304388 2.841630 1.379607 2.1824 3.7321 -3.2909
O -0.846709 2.685263 0.438073 1.2080 0.0998 1.9779
O 0.974866 4.225054 1.273183 -2.0935 -4.2167 0.9256
O 1.213431 1.679284 1.293346 -0.9346 1.6451 1.1544
```
Positions in Å, forces in eV/Å.

Here are the Mulliken charges for atoms 1 to 8, given in e: -0.77 -0.38 -0.48 -0.55 -0.38 1.13 -0.58 -0.83

---

No. 4
Entry from OMol25: a molecular structure, C20H23ClIrOPS in a non-equilibrium geometry (ωB97M-V/def2-TZVPD).

molar mass	570.1	g mol⁻¹
HOMO level (spin up / spin down)	-14.59 / -14.65	eV
energy relative to the best compared isomer or geometry (same formula, charge and spin)	10.0	kcal per mole
2S+1	5
net charge	+2
HOMO-LUMO gap (spin up / spin down)	8.3 / 4.8	eV

Geometry as XYZ:
```
48
Properties=species:S:1:pos:R:3:forces:R:3
Ir 0.269550 -0.817179 1.354708 -0.6542 0.4635 0.4933
Cl -0.576400 1.023504 2.562617 -0.1713 -0.3211 0.5495
P 0.195106 0.617474 -0.209437 0.2959 4.7292 -5.0902
C -1.242365 -0.016462 -1.110916 1.1600 -0.4705 0.9039
C -1.029230 -0.833083 -2.215325 -0.5411 -0.7333 -0.2115
C -2.127846 -1.491290 -2.760536 0.6154 -0.0058 -0.1815
C -3.388187 -1.367500 -2.168928 -0.2571 -0.0007 0.0289
C -3.574600 -0.578683 -1.026230 0.0732 0.2524 0.1609
C -2.490236 0.108558 -0.485817 -0.7253 -0.6282 0.1857
C -0.011358 2.437323 -0.364684 -0.3737 0.0032 0.9779
C 0.773065 3.309218 0.420256 -0.3918 -0.1149 -0.4156
C 0.634190 4.684415 0.216421 0.1349 -0.0538 0.2851
C -0.351420 5.200136 -0.625523 0.1428 -0.5088 -0.1384
C -1.169795 4.328851 -1.330511 -0.1530 -0.3723 -0.0441
C -1.006400 2.950108 -1.224429 0.4523 -0.2186 0.5179
C 1.752585 0.276234 -1.100228 -0.7084 0.8120 0.5135
C 2.781277 -0.246549 -0.334347 0.5052 -0.6104 -0.3631
C 4.010368 -0.501521 -0.942743 -0.1366 0.3121 -0.3695
C 4.191621 -0.146469 -2.289352 -0.1067 -0.0417 0.2477
C 3.165351 0.497030 -3.012411 0.1132 -0.1510 0.7738
C 1.948085 0.761597 -2.394161 0.3810 -0.5195 -0.1207
H 1.407207 2.899358 1.219024 0.0183 0.3614 -0.5958
H 1.283987 5.380680 0.734805 -0.1021 -0.1405 0.1555
H -0.499190 6.267595 -0.731907 0.1426 -0.0455 0.0628
H -1.970571 4.696369 -1.956360 0.0389 0.1309 -0.0414
H -1.685089 2.273260 -1.742036 0.2552 0.2975 -0.0637
H -0.009700 -1.011908 -2.552361 -0.3768 0.0876 -0.2313
H -1.967337 -2.144961 -3.618778 -0.2303 0.2038 0.1923
H -4.229739 -1.928412 -2.587122 0.2999 0.2506 0.1759
H -4.548688 -0.518945 -0.535287 0.2977 -0.0345 -0.2735
H -2.566765 0.649027 0.459495 -0.1693 0.0820 -0.4065
H 2.631648 -0.462202 0.731599 0.2917 0.0108 -0.4054
H 4.792245 -0.952396 -0.343077 0.1267 0.0864 -0.2660
H 5.155520 -0.332714 -2.771698 -0.3909 0.0341 0.1731
H 3.319966 0.812422 -4.030158 0.1552 0.0827 -0.1263
H 1.178189 1.348616 -2.881566 -0.0118 -0.1941 -0.1277
H 0.002489 -3.443471 -1.297197 0.8238 0.2263 0.1334
H 0.735218 -3.228716 -1.204382 -0.7845 -0.2608 -0.0838
C -1.612809 -2.084120 4.646360 0.6801 0.1045 0.1342
S -0.900447 -3.054060 3.234482 1.2741 0.1230 0.8407
C 0.228871 -4.234904 4.072621 -0.3255 0.1462 0.1124
O 0.313526 -2.108989 2.683478 -1.3861 -2.9456 3.2063
H -2.445749 -2.556085 5.187803 0.2786 -0.4919 -0.6511
H -1.963223 -1.093795 4.326890 0.2808 -0.3692 -0.3813
H -0.776232 -1.980382 5.335280 -0.0365 0.2057 0.0642
H -0.349232 -5.078999 4.448122 -0.0491 0.0246 -0.0606
H 0.956678 -4.566371 3.320754 -0.4332 0.1101 0.0154
H 0.765886 -3.741629 4.892803 -0.3224 0.0918 -0.2550
```
Positions in Å, forces in eV/Å.

Here are the Mulliken charges for atoms 1 to 8, given in e: 0.64 -0.34 0.32 0.43 -0.65 -0.71 -0.41 -0.75